Entry 1:
{"formula": "C4H4N2OS", "method": "ωB97M-V with the def2-TZVPD basis set", "homo_lumo_gap_ev": 9.030, "relative_energy_kcal_mol": 38.0, "smiles": "N#C/C=C(/N)OC=S", "multiplicity": 1, "species": ["N", "C", "C", "C", "N", "O", "C", "S", "H", "H", "H", "H"], "coordinates": [[-0.07, 3.00, -0.30], [0.36, 1.95, -0.13], [1.05, 0.75, 0.11], [0.46, -0.47, -0.16], [0.99, -1.72, -0.09], [-0.86, -0.58, -0.47], [-1.82, 0.04, 0.25], [-3.39, 0.13, -0.13], [2.13, 0.83, 0.24], [0.53, -2.46, -0.54], [1.97, -1.86, -0.01], [-1.34, 0.39, 1.23]]}



Entry 2:
{"formula": "C38H26IN6O7PbS2", "method": "ωB97M-V with the def2-TZVPD basis set", "homo_lumo_gap_ev": 5.496, "charge": 1, "relative_energy_kcal_mol": 39.9, "multiplicity": 1, "species": ["Pb", "I", "C", "C", "C", "C", "C", "C", "C", "C", "C", "C", "H", "H", "H", "H", "H", "H", "O", "N", "O", "C", "C", "C", "C", "C", "C", "N", "C", "C", "N", "C", "C", "C", "C", "H", "H", "H", "H", "H", "H", "H", "N", "C", "N", "C", "C", "C", "C", "C", "C", "S", "H", "H", "H", "H", "H", "H", "C", "O", "C", "O", "H", "H", "H", "O", "S", "O", "N", "C", "O", "C", "C", "C", "C", "C", "C", "H", "H", "H", "H"], "coordinates": [[-0.03, -0.70, 0.17], [-0.92, 1.26, 2.54], [0.85, 2.22, 3.11], [1.16, 2.13, 4.44], [2.43, 2.53, 4.90], [3.38, 2.91, 4.01], [3.07, 3.02, 2.62], [4.09, 3.37, 1.70], [3.82, 3.50, 0.37], [2.48, 3.41, -0.07], [1.46, 3.11, 0.79], [1.76, 2.77, 2.16], [0.44, 1.72, 5.14], [2.65, 2.49, 5.96], [4.39, 3.14, 4.33], [5.09, 3.55, 2.08], [4.60, 3.75, -0.33], [2.23, 3.67, -1.09], [5.03, 0.56, -6.01], [3.88, 0.29, -5.77], [3.02, 0.03, -6.59], [3.47, 0.26, -4.33], [4.46, 0.09, -3.45], [4.18, -0.01, -2.05], [5.20, -0.15, -1.09], [4.87, -0.24, 0.24], [3.51, -0.22, 0.59], [2.54, -0.10, -0.30], [2.86, 0.02, -1.61], [1.79, 0.21, -2.57], [0.50, 0.24, -2.11], [-0.49, 0.49, -2.95], [-0.27, 0.75, -4.30], [1.00, 0.68, -4.79], [2.08, 0.37, -3.93], [5.48, 0.02, -3.80], [6.23, -0.17, -1.41], [5.63, -0.33, 1.00], [3.21, -0.31, 1.63], [-1.49, 0.47, -2.53], [-1.10, 0.97, -4.95], [1.19, 0.85, -5.84], [-1.07, -3.78, 2.22], [-0.54, -4.17, 1.03], [0.12, -3.38, 0.23], [0.55, -4.08, -0.90], [1.30, -3.55, -1.95], [1.64, -4.37, -3.01], [1.25, -5.71, -3.05], [0.51, -6.25, -2.00], [0.18, -5.42, -0.94], [-0.72, -5.82, 0.50], [-1.12, -2.81, 2.45], [-1.71, -4.39, 2.70], [1.61, -2.51, -1.92], [2.21, -3.96, -3.84], [1.51, -6.33, -3.89], [0.21, -7.29, -2.02], [-1.32, 3.95, -1.49], [-0.06, 3.46, -0.98], [0.07, 3.47, 0.36], [-0.81, 3.77, 1.12], [-1.46, 3.46, -2.45], [-1.26, 5.03, -1.62], [-2.13, 3.71, -0.81], [-5.44, -1.00, -2.49], [-5.78, -1.05, -0.91], [-5.49, -2.63, -1.10], [-4.53, -0.46, -0.18], [-3.31, -0.91, -0.67], [-2.27, -0.43, -0.10], [-3.25, -1.84, -1.75], [-2.07, -2.38, -2.30], [-2.08, -3.27, -3.33], [-3.36, -3.65, -3.85], [-4.53, -3.18, -3.37], [-4.56, -2.25, -2.27], [-1.11, -2.07, -1.89], [-1.17, -3.68, -3.74], [-3.39, -4.36, -4.67], [-5.49, -3.49, -3.77]]}



Entry 3:
{"formula": "C8H10N2O2", "method": "ωB97M-V with the def2-TZVPD basis set", "homo_lumo_gap_ev": 9.678, "relative_energy_kcal_mol": 68.8, "smiles": "O=C(O)c1ccccc1.[H]/N=N\\C", "multiplicity": 1, "species": ["O", "C", "O", "C", "C", "C", "C", "C", "C", "H", "H", "H", "H", "H", "H", "H", "N", "N", "C", "H", "H", "H"], "coordinates": [[4.21, 0.40, -0.34], [3.14, 0.51, 0.16], [2.75, 1.67, 0.80], [2.12, -0.55, 0.15], [1.20, -0.79, 1.19], [0.09, -1.69, 1.04], [0.04, -2.41, -0.16], [1.04, -2.28, -1.11], [2.06, -1.31, -1.01], [1.82, 1.55, 0.91], [1.47, -0.34, 2.15], [-0.46, -1.99, 1.85], [-0.76, -2.99, -0.39], [1.06, -3.02, -1.97], [2.63, -0.95, -1.83], [-0.06, 3.22, -0.27], [0.12, 2.45, 0.41], [-0.78, 1.71, 0.71], [-2.02, 1.64, 0.03], [-1.94, 1.97, -1.03], [-2.42, 0.67, 0.20], [-2.71, 2.37, 0.56]]}



Copy entry 3 word for word.
{"formula": "C8H10N2O2", "method": "ωB97M-V with the def2-TZVPD basis set", "homo_lumo_gap_ev": 9.678, "relative_energy_kcal_mol": 68.8, "smiles": "O=C(O)c1ccccc1.[H]/N=N\\C", "multiplicity": 1, "species": ["O", "C", "O", "C", "C", "C", "C", "C", "C", "H", "H", "H", "H", "H", "H", "H", "N", "N", "C", "H", "H", "H"], "coordinates": [[4.21, 0.40, -0.34], [3.14, 0.51, 0.16], [2.75, 1.67, 0.80], [2.12, -0.55, 0.15], [1.20, -0.79, 1.19], [0.09, -1.69, 1.04], [0.04, -2.41, -0.16], [1.04, -2.28, -1.11], [2.06, -1.31, -1.01], [1.82, 1.55, 0.91], [1.47, -0.34, 2.15], [-0.46, -1.99, 1.85], [-0.76, -2.99, -0.39], [1.06, -3.02, -1.97], [2.63, -0.95, -1.83], [-0.06, 3.22, -0.27], [0.12, 2.45, 0.41], [-0.78, 1.71, 0.71], [-2.02, 1.64, 0.03], [-1.94, 1.97, -1.03], [-2.42, 0.67, 0.20], [-2.71, 2.37, 0.56]]}



Question: multiplicity of number 3 (C8H10N2O2)?
Answer: 1